Record 1
13
Properties=species:S:1:pos:R:3:forces:R:3:nbo_charge:R:1 method="wB97M-V/def2-TZVPD" homo_lumo_gap_ev=10.12 de_lowest_kj_mol=46.9 lumo_energy_ha=0.0262 multiplicity=1
C 3.314968 0.007590 -0.051593 0.571 0.789 0.277 -0.713
C 1.819247 0.276228 -0.076867 1.716 -1.068 -0.386 0.689
C -0.225867 -0.818032 -0.560500 -0.125 -0.682 -2.395 -0.138
C -1.162513 -0.263656 0.174890 0.751 -0.798 0.285 0.346
H 3.767104 0.675939 0.697251 -0.084 -0.092 -0.390 0.239
H 3.765402 0.241164 -1.045126 -0.410 -0.214 0.726 0.241
H 3.562635 -1.006592 0.256253 -0.034 -0.095 -0.217 0.206
H 1.574439 -1.835230 -0.181472 -0.100 1.016 -0.031 0.412
H -0.417677 -1.092781 -1.610394 -0.156 0.415 0.542 0.200
N 1.121946 -0.915946 -0.169394 -0.836 0.036 0.402 -0.647
O 1.357376 1.387728 -0.110281 -0.512 -0.221 0.116 -0.586
F -0.879847 -0.190667 1.464853 -0.768 1.018 0.758 -0.304
Cl -2.677701 0.284148 -0.361633 -0.012 -0.103 0.312 0.056

Record 2
14
Properties=species:S:1:pos:R:3:forces:R:3:nbo_charge:R:1 method="wB97M-V/def2-TZVPD" smiles="C1=NSCS1.F/C=C/Cl" homo_lumo_gap_ev=8.60 lumo_energy_ha=0.0171 multiplicity=1
C -1.096408 -0.704013 0.492857 -2.132 -0.654 1.787 0.194
C -1.982874 0.214163 0.143278 -0.910 -0.095 1.512 -0.312
C 1.911081 0.711041 0.498209 2.033 1.345 0.691 -0.717
C 0.160801 -0.164786 -1.098420 2.124 -1.613 -4.930 -0.112
H -1.279828 -1.772381 0.541896 0.027 0.189 -0.124 0.221
H -1.748835 1.267496 0.110586 -0.228 -0.139 -0.001 0.245
H 1.533782 0.509695 1.504699 0.723 0.579 -0.127 0.224
H 2.751611 1.407465 0.572115 -0.073 -0.058 -0.283 0.242
H -0.819231 -0.294522 -1.584772 1.519 0.145 -0.637 0.244
N 0.959520 -1.168141 -0.954152 -0.405 0.402 -3.043 -0.605
F 0.151997 -0.355455 0.827490 -4.215 -2.578 6.971 -0.354
S 0.600562 1.410160 -0.508569 1.590 2.196 -1.689 0.260
S 2.453617 -0.842845 -0.255024 -0.242 0.351 -0.104 0.447
Cl -3.595792 -0.217877 -0.290197 0.188 -0.071 -0.021 0.022

Record 3
12
Properties=species:S:1:pos:R:3:forces:R:3:nbo_charge:R:1 method="wB97M-V/def2-TZVPD" homo_lumo_gap_ev="6.77 / 8.31" de_lowest_kj_mol=38.1 lumo_energy_ha="0.0225 / -0.0550" multiplicity=3
C 0.750336 -0.010559 -0.869022 0.468 -3.073 -1.186 -0.144
C -0.638133 -0.320991 -0.725741 3.745 2.537 2.084 -0.260
C 0.787410 0.865378 0.341044 -1.832 -0.228 -0.471 -0.485
C -0.761865 0.557516 0.305263 0.455 -0.289 1.121 -0.202
F -2.223272 2.266410 -2.228729 1.053 0.740 1.017 -0.592
P -0.913858 2.907088 -1.420340 -1.727 0.035 -1.275 0.916
Cl 0.451591 1.813116 -2.396070 0.423 1.932 -2.095 -0.273
H 1.480722 -0.399913 -1.634188 -0.638 0.587 1.299 0.206
H -1.278579 -0.770778 -1.332591 -2.724 -2.259 -2.234 0.204
H 1.325369 0.356111 1.083798 0.591 -0.382 1.566 0.222
H 1.104717 1.895208 0.260792 0.133 0.200 -0.077 0.203
H -1.625620 0.879789 0.861963 0.053 0.199 0.251 0.206

Record 4
14
Properties=species:S:1:pos:R:3:forces:R:3:nbo_charge:R:1 method="wB97M-V/def2-TZVPD" homo_lumo_gap_ev=8.31 lumo_energy_ha=-0.0042 multiplicity=1
C -0.693666 -0.938950 0.272040 2.842 0.306 -0.951 0.402
C 1.353599 0.632793 -0.563856 -0.473 2.073 -0.560 0.434
C -1.690822 -1.989053 0.630268 -0.422 1.559 -3.530 -0.661
C 1.811362 1.987237 -0.695172 3.179 -1.330 -1.970 -0.474
N 0.580483 -1.451013 -0.073242 -0.888 -1.788 0.200 -0.410
N 1.387704 -0.529180 -0.476072 -0.576 -1.421 0.703 -0.086
N -0.787070 0.343514 0.166920 0.776 -0.529 -0.102 -0.745
Cl 2.800968 2.415120 0.752895 -0.118 0.276 -0.552 -0.022
I -2.423732 1.374130 0.529996 -0.859 0.518 0.191 0.327
H -2.503154 -1.341350 0.882750 -1.383 -0.615 0.282 0.218
H -1.862367 -2.641154 -0.301634 0.005 1.049 1.488 0.248
H -1.381605 -2.570454 1.411220 0.854 -1.467 2.019 0.240
H 1.002145 2.607562 -0.795692 -1.978 1.653 0.119 0.259
H 2.406153 2.100795 -1.740420 -0.959 -0.286 2.659 0.269

Record 5
11
Properties=species:S:1:pos:R:3:forces:R:3:nbo_charge:R:1 method="wB97M-V/def2-TZVPD" homo_lumo_gap_ev=7.81 total_charge=-1 de_lowest_kj_mol=0.0 lumo_energy_ha=0.1368 multiplicity=1
Cl 1.796683 -3.535493 -1.826561 -0.161 0.317 0.164 -0.979
C -0.072066 1.540986 0.298258 0.347 0.249 -0.203 -0.336
C -1.081936 0.729856 0.874938 -0.326 -0.291 0.181 -0.336
C 0.767173 0.709576 -0.423071 -0.283 -0.174 0.170 -0.074
C -0.834576 -0.576944 0.491588 0.245 0.249 -0.131 -0.074
N 0.288614 -0.567934 -0.293411 0.030 -0.059 -0.030 -0.503
H 0.038234 2.621085 0.394708 -0.055 -0.400 -0.026 0.204
H -1.907876 1.057976 1.506018 0.312 -0.105 -0.236 0.204
H 1.658683 0.921905 -1.013161 -0.406 -0.137 0.262 0.211
H -1.362506 -1.504723 0.712068 0.270 0.405 -0.124 0.211
H 0.709573 -1.396294 -0.721371 0.028 -0.055 -0.028 0.472

Record 6
12
Properties=species:S:1:pos:R:3:forces:R:3:nbo_charge:R:1 method="wB97M-V/def2-TZVPD" smiles="ClC1=CCNN=C1" homo_lumo_gap_ev=8.55 de_lowest_kj_mol=272.3 lumo_energy_ha=0.0092 multiplicity=1
C 0.558233 0.042760 -0.031384 -0.689 -2.050 -0.197 -0.089
C -0.090045 -1.154853 -0.158624 2.271 0.338 1.164 -0.209
C -1.529999 -1.162612 0.290988 -1.823 -1.070 -1.551 -0.268
C -0.172484 1.267862 0.108007 -2.378 1.333 0.634 -0.094
H 0.624059 -2.053385 -0.351091 -2.002 1.347 0.443 0.238
H -2.045569 -1.850381 -0.401241 0.106 -0.708 0.964 0.216
H -1.854593 -1.388688 1.372923 1.119 0.281 -1.207 0.184
H -3.161309 0.169031 -0.454440 2.454 -0.525 0.838 0.403
H 0.357718 2.248162 0.318073 -0.948 -1.367 -0.398 0.222
N -2.118700 0.052042 -0.232953 -0.552 2.926 -0.136 -0.435
N -1.521082 1.285281 0.000448 2.395 -1.136 -0.254 -0.178
Cl 2.291996 -0.026173 -0.006507 0.046 0.631 -0.300 0.009

| no. | F_max (eV Å⁻¹) | molecular weight (g mol⁻¹) | total energy (hartree) |
| --- | --- | --- | --- |
| 1 | 2.5 | 137.5 | -845.4489 |
| 2 | 8.5 | 185.7 | -1566.3886 |
| 3 | 5.0 | 138.5 | -1056.6652 |
| 4 | 4.0 | 257.5 | -1077.4245 |
| 5 | 0.5 | 102.5 | -670.4499 |
| 6 | 3.0 | 116.6 | -725.0319 |